Arrangement A

ORCA calculation (the ωB97M-V functional and the def2-TZVPD basis) on a cluster of 2 separate species, C6H6N2O2 in total.

Molar mass: 138.1 Da
SMILES: O=c1cc[nH]c(=O)[nH]1.C#C
Orbital gap: 10.359 eV
Charge: 0

Atoms and positions in Å:
C  1.51  -0.04  -0.70
C  1.44  -0.73  0.59
C  0.43  -1.33  1.05
C  -0.95  -0.79  -0.75
C  -1.33  1.82  0.06
C  -0.47  2.21  0.88
H  0.09  0.22  -2.19
H  2.53  -0.44  0.88
H  0.54  -1.87  1.96
H  -1.66  -1.68  0.84
H  -2.17  1.99  -0.87
H  0.23  2.47  1.74
N  0.20  -0.09  -1.25
N  -0.70  -1.54  0.26
O  2.40  0.51  -1.29
O  -2.10  -0.72  -1.22



Arrangement B

ORCA calculation (the ωB97M-V functional and the def2-TZVPD basis) on an isolated molecule of C6H6N2O2.

Molar mass: 138.1 Da
Orbital gap: 7.574 eV
Charge: 0

Atoms and positions in Å:
C  0.08  0.70  -1.65
C  1.38  0.67  -1.15
C  1.72  -0.21  -0.17
C  -0.57  -0.79  0.37
C  -1.65  -0.19  1.63
C  -0.95  0.50  1.02
H  -1.76  0.43  -1.00
H  2.13  1.16  -1.75
H  2.73  -0.23  0.18
H  1.22  -1.81  1.22
H  -2.34  -0.77  2.08
H  -0.32  1.41  0.85
N  -0.84  0.16  -0.66
N  0.83  -0.86  0.65
O  -0.35  1.30  -2.67
O  -1.32  -1.46  1.06



Most stable one: arrangement A, least stable one: arrangement B.



Arrangement A

ORCA calculation (the ωB97M-V functional and the def2-TZVPD basis) on a cluster of 12 separate species, C5H31NO12 in total.

Molar mass: 297.3 Da
SMILES: O=CN1CCCC1.O.O.O.O.O.O.O.O.O.O.O
Orbital gap: 10.233 eV
Charge: 0

Atoms and positions in Å:
C  0.44  0.68  -0.14
N  1.04  -0.09  0.72
C  1.77  0.25  1.96
C  1.37  -0.85  3.05
C  0.76  -2.04  2.22
C  0.63  -1.47  0.86
O  0.24  1.90  -0.01
H  0.12  0.16  -1.07
H  2.90  0.36  1.77
H  1.44  1.24  2.36
H  0.58  -0.41  3.69
H  2.28  -1.08  3.57
H  -0.27  -2.40  2.55
H  1.45  -2.93  2.24
H  -0.44  -1.53  0.54
H  1.32  -2.03  0.16
H  -3.13  -1.74  -0.80
H  -4.48  -1.39  -0.10
O  -3.53  -1.07  -0.25
H  -0.50  -1.07  -3.07
H  0.89  -1.86  -2.78
O  -0.04  -1.83  -2.52
H  4.73  -0.17  -0.72
H  3.45  -0.19  0.05
O  4.24  -0.65  -0.02
H  -1.15  -2.96  -1.76
H  -2.26  -4.01  -1.29
O  -2.00  -3.07  -1.27
H  -3.44  -0.82  2.89
H  -2.18  -0.69  1.97
O  -2.47  -0.99  2.79
H  3.51  -2.47  -1.69
H  2.97  -1.11  -2.00
O  2.90  -2.02  -2.29
H  -1.32  0.92  -3.01
H  -0.57  0.76  -4.41
O  -0.48  0.57  -3.55
H  1.72  2.54  0.62
H  2.75  3.64  0.70
O  2.60  2.91  0.28
H  -2.03  3.56  -0.78
H  -2.10  2.93  0.64
O  -2.63  3.31  -0.12
H  -2.79  1.78  -1.08
H  -2.45  0.31  -1.35
O  -2.46  1.18  -1.76
H  -0.39  2.60  1.22
H  -0.79  3.83  1.91
O  -0.97  2.94  2.00



Arrangement B

ORCA calculation (the ωB97M-V functional and the def2-TZVPD basis) on a cluster of 11 separate species, C5H31NO12 in total.

Molar mass: 297.3 Da
SMILES: CC(=O)N[C@H](C)CO.O.O.O.O.O.O.O.O.O.O
Orbital gap: 10.421 eV
Charge: 0

Atoms and positions in Å:
C  2.57  -0.25  1.45
C  1.33  0.60  1.10
N  0.35  0.88  2.03
C  -1.35  2.52  2.66
C  -0.78  1.66  1.56
C  -1.88  0.83  0.96
O  -1.36  -0.24  0.18
O  1.21  0.98  -0.06
H  2.23  -1.27  1.33
H  2.85  -0.14  2.53
H  3.29  -0.11  0.66
H  0.49  0.69  3.01
H  -1.95  1.99  3.38
H  -2.19  3.14  2.31
H  -0.54  3.13  3.10
H  -0.46  2.40  0.75
H  -2.70  1.43  0.43
H  -2.44  0.29  1.73
H  -0.66  0.12  -0.39
H  -0.34  -0.49  -2.89
H  0.88  0.48  -2.67
O  0.61  -0.40  -3.01
H  -0.80  -4.07  1.60
H  -2.24  -3.65  1.88
O  -1.40  -3.80  2.30
H  -0.30  -2.69  3.16
H  -0.91  -1.47  3.79
O  -0.11  -1.73  3.32
H  1.21  -3.07  -3.10
H  1.37  -1.99  -2.01
O  1.33  -2.96  -2.16
H  3.51  -2.04  -0.79
H  3.49  -0.64  -1.42
O  4.08  -1.33  -1.10
H  -2.56  1.64  -3.07
H  -1.49  2.45  -2.39
O  -1.72  2.13  -3.28
H  1.14  2.74  -0.91
H  2.38  3.50  -0.31
O  1.61  3.58  -0.86
H  -0.61  -2.93  -1.00
H  -1.63  -2.50  0.14
O  -1.22  -3.22  -0.34
H  2.05  2.41  -2.49
H  1.83  1.80  -3.90
O  2.34  1.70  -3.08
H  -4.36  -0.70  -1.45
H  -2.70  -0.85  -1.06
O  -3.44  -0.53  -1.59



Most stable one: arrangement B, least stable one: arrangement A.



Arrangement A

ORCA calculation (the ωB97M-V functional and the def2-TZVPD basis) on a cluster of 5 separate species, C2H14O4S in total.

Molar mass: 134.2 Da
SMILES: CCS.O.O.O.O
Orbital gap: 9.501 eV
Charge: 0

Atoms and positions in Å:
C  1.80  4.49  1.41
C  1.21  3.08  1.67
S  -0.16  2.51  0.66
H  2.82  4.50  1.81
H  1.30  5.32  1.88
H  1.92  4.59  0.33
H  2.05  2.40  1.50
H  0.95  3.08  2.73
H  -1.23  3.05  1.27
H  -0.85  -6.80  -0.63
H  -0.07  -6.62  0.59
O  -0.98  -6.74  0.32
H  0.80  -2.83  0.07
H  1.39  -1.50  0.29
O  1.05  -2.23  0.78
H  -1.17  -0.94  -0.45
H  -1.56  -1.93  -1.44
O  -0.97  -1.17  -1.34
H  -2.67  -0.94  -4.57
H  -2.49  -0.57  -3.09
O  -3.15  -0.75  -3.78



Arrangement B

ORCA calculation (the ωB97M-V functional and the def2-TZVPD basis) on a cluster of 5 separate species, C2H14O4S in total.

Molar mass: 134.2 Da
SMILES: CCS.O.O.O.O
Orbital gap: 9.566 eV
Charge: 0

Atoms and positions in Å:
C  -2.84  -1.12  -1.70
C  -2.18  -2.24  -0.93
S  -1.26  -1.77  0.54
H  -3.34  -1.29  -2.66
H  -3.52  -0.60  -1.00
H  -2.10  -0.38  -1.99
H  -1.45  -2.74  -1.58
H  -2.94  -2.97  -0.64
H  -0.88  -0.58  0.03
H  2.30  -0.59  -2.20
H  1.53  0.04  -0.94
O  2.07  -0.69  -1.28
H  2.92  3.32  2.29
H  2.00  2.47  3.06
O  1.97  3.15  2.36
H  1.34  2.23  0.59
H  0.48  2.06  -0.68
O  1.27  1.72  -0.25
H  1.59  0.13  1.59
H  1.23  -0.41  2.86
O  1.81  0.26  2.52



Most stable one: arrangement B, least stable one: arrangement A.



Arrangement A

ORCA calculation (the ωB97M-V functional and the def2-TZVPD basis) on a cluster of 2 separate species, C3H8NOS in total.

Molar mass: 106.2 Da
Orbital gap: 8.597 eV
Charge: +1

Atoms and positions in Å:
C  -1.07  0.76  -0.16
C  -0.65  -0.59  2.15
C  1.21  0.22  -1.26
N  1.57  -0.94  -1.68
O  -1.35  1.70  -1.01
S  -0.61  1.07  1.44
H  -1.39  -0.23  -0.47
H  0.01  -1.25  1.59
H  -1.67  -0.97  2.15
H  -0.30  -0.50  3.18
H  1.90  1.03  -1.51
H  0.99  -1.75  -1.51
H  -1.08  2.59  -0.73
H  2.42  -1.13  -2.20



Arrangement B

ORCA calculation (the ωB97M-V functional and the def2-TZVPD basis) on a structure of composition C3H8NOS.

Molar mass: 106.2 Da
Orbital gap: 8.345 eV
Charge: +1

Atoms and positions in Å:
C  -0.50  -0.61  -1.34
C  -0.16  -0.44  0.07
C  0.33  0.81  0.73
N  1.75  0.86  0.78
O  -1.53  -0.57  -0.41
S  -2.40  -2.01  0.06
H  -0.58  0.33  -2.06
H  -0.27  -1.50  -1.84
H  0.29  -1.25  0.65
H  -0.10  1.77  0.28
H  -0.09  1.00  1.72
H  2.00  0.08  1.49
H  2.50  1.01  0.06
H  -3.26  -2.33  -1.46



Most stable one: arrangement A, least stable one: arrangement B.



Arrangement A

ORCA calculation (the ωB97M-V functional and the def2-TZVPD basis) on the ion C3H8NOS with charge +1.

Molar mass: 106.2 Da
SMILES: C[NH2+][C@]1(C)OS1
Orbital gap: 9.469 eV
Charge: +1

Atoms and positions in Å:
C  -0.96  -0.15  -0.10
C  -0.20  -1.62  0.35
C  1.17  1.19  0.26
N  0.15  0.67  -0.70
O  -2.05  -0.24  -0.91
S  -2.44  0.56  0.56
H  -0.79  -2.62  0.41
H  0.10  -1.51  1.39
H  0.67  -1.69  -0.23
H  1.19  0.45  1.14
H  2.11  1.17  -0.15
H  0.87  2.16  0.62
H  0.54  0.22  -1.43
H  -0.36  1.41  -1.21



Arrangement B

ORCA calculation (the ωB97M-V functional and the def2-TZVPD basis) on the ion C3H8NOS with charge +1.

Molar mass: 106.2 Da
SMILES: [NH3+][C@H](C=O)CS
Orbital gap: 8.882 eV
Charge: +1

Atoms and positions in Å:
O  1.46  1.34  -0.73
C  0.78  0.52  -1.25
C  0.02  -0.44  -0.33
C  -0.84  0.50  0.53
S  -2.29  1.31  -0.44
N  0.99  -1.15  0.48
H  0.76  0.54  -2.39
H  -0.37  -1.23  -0.98
H  -1.23  0.17  1.47
H  -0.18  1.33  0.81
H  -3.13  1.11  0.60
H  1.54  -0.52  1.11
H  0.66  -1.80  1.16
H  1.81  -1.69  -0.04



Arrangement C

ORCA calculation (the ωB97M-V functional and the def2-TZVPD basis) on the ion C3H8NOS with charge +1.

Molar mass: 106.2 Da
SMILES: [NH3+][C@@]1(O)CCS1
Orbital gap: 10.111 eV
Charge: +1

Atoms and positions in Å:
C  0.17  -0.96  0.50
C  1.63  -0.73  0.36
C  -0.18  0.47  -0.09
N  -1.37  0.47  -1.18
O  -0.67  1.32  0.81
S  1.55  0.80  -0.59
H  -0.12  -1.84  -0.06
H  -0.34  -0.98  1.57
H  1.84  -0.44  1.41
H  2.30  -1.51  0.05
H  -1.32  1.38  -1.72
H  -2.27  0.61  -0.64
H  -1.28  -0.43  -1.68
H  0.06  1.83  1.24



Most stable one: arrangement C, least stable one: arrangement A.